# C4H15N2OS

A cluster of 2 separate species, C4H15N2OS in total (the ωB97M-V functional and the def2-TZVPD basis, OMol25).

Positions of all 23 atoms, in Å:
O: -1.3843 2.2323 1.0156
H: 0.9544 -1.0006 3.1207
C: 1.0314 -1.1708 2.0454
H: -0.8716 -2.2136 -0.4169
N: -0.2077 -1.1851 1.2867
H: -1.2914 0.6968 0.0511
H: 0.8942 -2.1770 -0.2558
H: 0.7157 1.3571 -3.3842
H: -2.1706 -0.0711 -1.1615
H: 1.6394 -0.3431 1.6565
C: -0.0201 -1.6004 -0.1104
C: 1.2261 0.5398 -1.0894
H: -1.2039 1.2619 -1.4933
H: 0.0163 -0.9016 -2.0650
C: -0.0074 -0.3870 -1.0971
H: 1.6257 -2.0858 1.9793
H: -2.2583 2.4164 1.3716
H: 2.0869 -0.1160 -1.2354
H: -1.0317 -1.5739 1.7568
H: 1.4207 1.0220 -0.1343
H: -0.8809 3.0080 1.3197
S: 0.9977 1.9048 -2.2164
N: -1.2807 0.3868 -0.9438

Properties
Multiplicity   2
Charge   +2
Total energy   -743.6383 hartree
HOMO energy (alpha / beta)   -16.9 / -16.9 eV
ΔE to the lowest compared entry with this formula, charge and spin   10.0 kcal/mol

Atom charges from the Mulliken analysis, given in e for atoms 1 to 6: O -0.6055; H 0.3643; C -0.7112; H 0.4684; N 0.0823; H 0.3814

# C26H75BrLi2O21

A structure of composition C26H75BrLi2O21 (the ωB97M-V functional and the def2-TZVPD basis, OMol25).

Positions of all 125 atoms, in Å:
C: 9.9597 -12.4382 8.4105
H: 11.6041 -13.9790 3.0274
H: 4.6705 -10.9730 7.2300
O: 1.6000 -15.1169 5.7762
C: 9.2741 -18.3843 7.7341
C: 9.5406 -9.9370 4.4506
H: 9.7909 -10.7385 13.6710
H: 11.4643 -17.5230 6.4503
O: 14.0449 -12.9454 5.0619
H: 9.1560 -10.6793 5.1500
Br: 6.6939 -13.7655 5.4604
C: 5.6344 -11.7735 8.7117
H: 9.7342 -11.9040 7.4875
O: 11.1950 -17.8920 3.2044
H: 9.5557 -11.3895 3.0229
H: 8.5818 -10.3359 12.4803
H: 5.5895 -12.8538 8.5738
C: 12.9368 -13.6673 4.6393
C: 8.7116 -13.6492 0.5275
H: 5.2932 -16.3991 10.8274
H: 12.0839 -12.2846 3.2110
H: 6.2896 -12.2063 10.7149
H: 5.9186 -12.7238 2.4430
O: 8.3369 -12.8477 2.7290
H: 6.5563 -11.4135 8.2548
H: 10.3485 -7.2725 4.4980
H: 11.6480 -9.7784 5.0752
Li: 5.2930 -16.7141 8.0597
H: 5.5472 -14.6539 10.9202
H: 11.3024 -18.2373 8.5533
H: 5.7784 -13.6924 1.0368
O: 5.8833 -10.1746 10.5918
H: 4.8342 -8.1727 5.0468
H: 1.1312 -14.1654 4.0148
H: 9.1262 -18.3019 5.0845
H: 5.6289 -9.9739 11.4955
H: 6.4509 -15.6221 11.9640
H: 10.6026 -11.7870 9.0028
H: 8.4623 -17.6853 7.5328
C: 10.5511 -17.5888 8.1026
H: 11.9004 -17.8999 2.5533
C: 4.5094 -17.5696 5.2094
H: 3.1428 -12.9621 5.9940
H: 7.7604 -12.8520 3.4965
H: 0.5006 -13.3061 5.3435
O: 5.3940 -16.9348 6.0983
C: 9.0090 -12.5400 12.8671
C: 5.7621 -10.0884 4.4309
H: 8.0064 -14.9235 10.3192
H: 9.6877 -16.1035 4.6981
O: 9.9715 -10.5418 3.1964
C: 5.0924 -17.6666 3.7838
H: 12.1822 -15.6124 4.8631
C: 8.8344 -11.0576 13.2570
O: 5.6765 -10.7026 5.7461
C: 12.4458 -13.3128 3.2162
Li: 7.8260 -14.3224 7.5128
O: 9.7610 -14.5473 7.2375
H: 14.1870 -12.2119 4.4592
H: 4.8346 -10.4102 3.9572
H: 4.2599 -18.0126 3.1712
H: 13.6466 -15.4258 5.7137
C: 10.1559 -16.9316 2.8370
H: 9.0659 -12.6282 10.0668
H: 8.5895 -12.8139 -0.1620
C: 7.2760 -15.6773 10.0253
H: 5.8104 -8.1250 3.6512
H: 6.5178 -12.0158 0.9178
H: 8.0680 -13.0820 12.7727
H: 1.0738 -15.8460 5.4400
H: 6.6436 -8.3110 6.3648
H: 8.7141 -9.2721 4.1997
O: 4.4586 -11.1916 8.1405
O: 9.4766 -19.3794 6.6532
O: 8.7674 -12.5292 9.1598
C: 5.5632 -11.5263 10.2698
H: 6.6770 -10.4884 3.9937
H: 13.7715 -15.5044 3.9597
C: 6.0472 -15.6219 10.9516
H: 10.7187 -16.0551 2.5159
H: 11.5787 -13.6522 7.8077
H: 4.5761 -11.7872 10.6515
H: 10.5473 -8.8541 6.1180
H: 9.8897 -20.1143 7.1123
H: 9.7675 -13.7413 0.7818
H: 6.7649 -18.6090 4.3234
H: 8.2633 -15.9745 3.7331
H: 6.0808 -11.5671 5.6422
O: 10.9642 -7.9800 4.2928
C: 1.3607 -13.9073 5.0486
O: 8.5213 -17.8505 4.4913
H: 10.2054 -15.3685 7.0143
C: 5.7658 -8.5710 4.6447
O: 7.7457 -10.8786 14.1801
C: 10.5768 -13.8232 8.2014
O: 6.0093 -18.7626 3.7514
O: 6.8489 -8.1229 5.4461
H: 8.9987 -18.9374 8.6321
C: 10.7623 -9.1431 5.0892
H: 5.6366 -16.1224 5.6481
H: 10.7663 -12.5128 11.9521
H: 5.4260 -16.7008 3.4042
C: 9.1022 -16.6363 3.9488
H: 13.1157 -13.3694 2.3582
H: 7.6674 -14.6432 2.1642
O: 9.8564 -12.7032 11.7123
O: 3.5569 -13.1057 4.0257
C: 6.4138 -12.9345 1.4951
H: 4.4288 -13.1068 4.4274
H: 10.3306 -16.9343 8.9458
H: 12.1194 -13.3273 5.2751
C: 7.7550 -13.6428 1.7405
O: 6.9869 -15.7819 8.6543
H: 3.5230 -17.1062 5.2257
O: 11.0838 -16.8771 7.0499
H: 10.6576 -14.3930 9.1271
H: 4.4921 -18.5608 5.6627
H: 2.2251 -11.8924 4.8239
H: 7.8424 -11.5457 14.8637
H: 9.5644 -13.0209 13.6722
H: 9.6231 -17.2519 1.9416
C: 2.6015 -12.8899 5.0506
C: 13.1593 -15.1359 4.7828
H: 7.7230 -16.6014 10.3918
H: 8.6093 -14.5062 -0.1382

Properties
Total energy   -5204.7078 hartree
HOMO energy   -8.7 eV

Atom charges from the Mulliken analysis, given in e for atoms 1 to 6: C -0.8983; H 0.1063; H 0.4852; O -0.5169; C -0.0635; C 0.5762

# C31H54ClN3O18S4

A cluster of 5 separate species, C31H54ClN3O18S4 in total (the ωB97M-V functional and the def2-TZVPD basis, OMol25).

Positions of all 111 atoms, in Å:
O: -4.6533 -0.9458 -3.5349
S: 7.0034 -1.3318 6.0108
H: 6.4205 0.0492 2.8985
H: 1.0479 -2.2081 -2.8138
C: -0.5261 7.7467 -4.4704
C: 3.7191 1.1894 -0.8046
C: -4.1386 4.6670 -4.2374
H: -5.0270 -2.9387 -1.3106
C: 1.4760 -2.4743 -0.7229
C: 3.5768 -1.1905 -0.5620
C: 6.8450 -0.7680 3.4780
C: -1.3719 7.2560 -3.3151
H: -2.8919 -4.7531 5.7873
H: -9.3553 1.0350 2.9836
H: -1.1258 8.3444 -5.1565
O: -1.9781 5.1026 -5.6350
C: 0.9543 -3.0051 -2.0779
C: -1.7407 0.6981 -2.9479
C: -0.4145 -0.0213 -2.6517
C: -9.2361 1.1500 1.9060
H: 2.3699 -2.7457 5.5179
H: -0.4829 -0.3262 -0.5089
C: 1.7350 -4.5952 4.6151
N: 2.3028 2.8115 -3.6636
H: -0.1002 -3.2491 -1.9611
O: -1.7158 4.3348 -3.3010
S: -2.4347 5.0962 -4.2817
C: 1.7363 2.6580 -1.2511
C: 6.2355 -0.4341 7.3140
H: -8.1138 -0.6838 1.7391
C: -4.0982 -1.5657 -2.6624
O: 0.5601 -4.7262 5.4556
H: -3.5511 -3.5420 -2.0916
C: -2.8508 0.3382 -1.9783
H: 6.5789 -0.8778 8.2457
N: 4.4956 -3.1327 -1.4618
H: 6.9752 -2.9239 3.3982
O: 6.5970 -0.6165 0.0171
H: 0.8071 2.7847 -0.7024
C: 4.3291 -0.0347 -0.5775
O: 5.0172 -4.1274 -1.1950
C: 2.3443 1.2975 -1.0008
H: 1.5138 -5.0099 3.6310
C: 1.4481 2.8507 -2.7343
H: -3.7736 0.8664 -2.2104
H: 7.9238 -0.6161 3.5201
H: -0.1742 1.2999 -1.0267
H: 2.4416 3.4294 -0.9449
H: -0.8127 6.5879 -2.6592
C: 6.4904 -2.1043 2.8684
H: 2.5311 -3.9548 -3.2523
H: -6.6385 1.6617 -2.9327
H: -0.0990 6.9180 -5.0331
H: 6.6877 1.7297 -1.3841
S: -7.3351 1.6089 -0.7221
C: -4.4623 -2.9618 -2.2406
H: -6.2415 0.1112 -2.1520
O: 4.2393 -2.3714 -0.2750
H: 1.5313 -2.5357 3.9813
H: 5.4131 -2.2715 2.9120
O: 6.5727 -2.6951 6.0627
H: -0.5889 -1.0837 -2.8047
H: -1.7425 -6.1075 5.9921
C: 1.7164 -4.2374 -2.5875
C: 0.0876 0.2619 -1.2233
O: 8.4033 -1.0352 5.9728
H: -5.0355 -3.4242 -3.0410
N: 6.0456 1.5558 -0.6202
H: -7.9175 0.4448 -2.6761
O: -2.5783 6.5836 -3.7546
H: -1.7326 8.0879 -2.7143
C: -8.0298 0.3602 1.4442
O: 4.6910 3.4260 -0.7801
O: -3.0674 -1.0855 -1.9497
H: -7.1032 0.7526 1.8650
H: 2.1146 -4.8362 -1.7653
H: -4.2186 3.6604 -4.6425
H: -10.1390 0.7936 1.4107
H: 2.1837 -3.2077 -0.3465
H: 6.8075 -2.1263 1.8294
C: 2.2332 -3.1687 4.5229
C: -1.8710 -5.0301 6.0399
H: 2.4758 -5.2354 5.0889
O: -1.0018 -4.9289 3.5715
H: -1.6128 1.7823 -2.9865
O: -7.9118 0.3171 0.0026
O: -8.3720 2.5852 -0.8547
H: 0.4124 3.0258 -3.0222
O: 6.2878 -0.5908 4.8063
C: -7.0012 0.8724 -2.2782
H: 0.3137 0.3452 -3.3793
H: 6.5403 0.6064 7.2494
H: -2.5778 0.5964 -0.9536
H: -4.4820 4.6959 -3.2069
H: -1.6043 -4.6437 7.0197
H: 3.1896 -3.1520 3.9992
H: 3.2419 2.6403 -3.2948
C: 5.7840 0.1718 -0.3736
H: -2.0647 0.3641 -3.9389
S: -0.8307 -4.2803 4.8366
C: 4.7923 2.2334 -0.7697
H: -9.1280 2.2099 1.6820
H: -4.6888 5.3697 -4.8569
Cl: 0.2015 -2.4702 0.5404
C: 2.1998 -1.1461 -0.7789
H: 1.0444 -4.8884 -3.1468
C: 1.5730 0.1111 -0.9924
O: -6.1021 1.9746 -0.0876
H: 0.2898 8.3601 -4.0878
H: 5.1580 -0.5367 7.2192
O: -0.9611 -2.8586 4.9243

Properties
Total energy   -4785.0627 hartree
SMILES string   [H]/N=C\Cc1c(CCCCOC(C)=O)c([C@@H](Cl)CC)c(ON=O)c2c1C(=O)NC2=O.CCOS(C)(=O)=O.CCOS(C)(=O)=O.CCOS(C)(=O)=O.CCOS(C)(=O)=O
HOMO energy   -9.7 eV

Atom charges from the Mulliken analysis, given in e for atoms 1 to 6: O -0.5742; S 1.2270; H 0.1886; H 0.0885; C -0.9946; C -0.3693

# C5H8O5

A structure of composition C5H8O5 (the ωB97M-V functional and the def2-TZVPD basis, OMol25).

Positions of all 18 atoms, in Å:
O: 2.5284 -0.2035 0.1230
C: 1.7077 0.9050 -0.4273
H: 1.8613 1.5826 0.1776
O: -0.5471 1.3570 -0.0669
H: -0.0051 -1.6152 -0.3697
H: 0.2686 0.5482 -1.6112
H: 3.4431 0.2710 0.4648
C: -1.5326 -0.7525 0.2193
H: -2.2274 -1.4108 1.1540
O: -2.1858 -1.1618 -0.9953
H: -3.1585 -0.8239 -0.9355
H: 2.0954 1.1957 -1.2445
O: -2.6251 1.4365 0.7959
C: -1.7359 0.8210 0.3541
O: 0.3288 -0.7763 1.5696
C: -0.1013 -0.9366 0.1690
H: 1.5594 -0.7773 1.2629
C: 0.3261 0.3408 -0.6402

Properties
Total energy   -571.2952 hartree
HOMO energy   -9.9 eV
ΔE to the lowest compared entry with this formula, charge and spin   162.3 kcal/mol

Atom charges from the Mulliken analysis, given in e for atoms 1 to 6: O -0.6660; C -1.2996; H 0.6056; O -0.4177; H 0.6154; H 0.4070

# C5H8NO

A structure of composition C5H8NO (the ωB97M-V functional and the def2-TZVPD basis, OMol25).

Positions of all 15 atoms, in Å:
C: -2.4669 0.0382 0.5728
C: 1.1596 0.0770 -0.6050
H: -1.4223 -0.0204 -1.6005
N: 1.2950 -1.1348 0.0341
H: 1.7502 1.4395 0.9491
O: 0.0614 0.7977 0.0261
C: 1.3930 1.4027 -0.0435
H: -1.3163 -1.8889 0.9649
C: -1.6281 -1.0375 0.5129
H: 1.1350 0.0009 -1.6270
H: 1.9620 -1.7490 -0.2803
H: -3.2960 0.7111 1.0604
H: 1.4806 2.4596 -0.5562
H: 1.4171 -1.0636 1.1037
C: -1.5242 -0.0326 -0.5116

Properties
Charge   +1
Total energy   -324.8538 hartree
HOMO energy   -14.0 eV
ΔE to the lowest compared entry with this formula, charge and spin   116.2 kcal/mol

Atom charges from the Mulliken analysis, given in e for atoms 1 to 6: C -0.1759; C -0.1680; H 0.4042; N -0.4498; H 0.2142; O -0.2780